# 1
This record from the OMol25 dataset describes a 2-piece molecular cluster, CH3IO2S overall in a non-equilibrium geometry. The level of theory is ωB97M-V with the def2-TZVPD basis set.

The HOMO energy is -8.59 eV. The calculation puts the molecular weight at 206.00 Da. As for the LUMO energy: -0.00902 hartree. The value obtained for the HOMO-LUMO gap is 8.35 eV.

```
! wB97M-V def2-TZVPD RIJCOSX def2/J DEFGRID3
* xyz 0 1
C 1.7227 2.2749 -1.9542
O 1.1480 1.2700 -1.6238
O 0.2812 1.2462 -0.6961
S -2.9004 0.9602 0.4481
I -4.6125 -0.6335 0.3336
H 1.7418 3.2698 -1.4726
H 2.4495 2.1518 -2.7113
H -3.1957 1.0750 1.6848
*
```

In elementary charge units, the Löwdin charges are: C 0.03; O -0.11; O -0.14; S 0.03; I 0.31; H 0.13; H 0.09; H -0.32


# 2
This record from the OMol25 dataset describes a 2-piece molecular cluster, C4H8 overall in a non-equilibrium geometry. The level of theory is ωB97M-V with the def2-TZVPD basis set.

The HOMO energy is -10.03 eV. As for the SMILES: C=C.C=C. The calculation puts the molecular weight at 56.11 Da. As for the LUMO energy: 0.04227 hartree. The value obtained for the HOMO-LUMO gap is 11.18 eV.

```
! wB97M-V def2-TZVPD RIJCOSX def2/J DEFGRID3
* xyz 0 1
C -1.1997 -0.2634 -2.6856
C -2.3943 -0.3372 -2.0951
H -0.9876 -0.9114 -3.5437
H -0.4024 0.4065 -2.3437
H -3.1106 -1.1004 -2.4201
H -2.6579 0.2696 -1.2212
C 1.6485 -0.0300 1.8183
C 1.9719 0.6631 2.9509
H 2.3419 -0.1382 0.9765
H 0.6740 -0.5259 1.7428
H 2.9057 1.2206 3.0861
H 1.2106 0.7467 3.7349
*
```

In elementary charge units, the Löwdin charges are: C -0.09; C -0.09; H 0.05; H 0.05; H 0.05; H 0.05; C -0.08; C -0.08; H 0.04; H 0.04; H 0.04; H 0.04


# 3
This record from the OMol25 dataset describes C27H63N3O6 as an isolated structure in a non-equilibrium geometry. The level of theory is ωB97M-V with the def2-TZVPD basis set.

The HOMO energy is -5.18 eV. The calculation puts the molecular weight at 525.82 Da. As for the LUMO energy: -0.01456 hartree. The value obtained for the HOMO-LUMO gap is 4.79 eV.

```
! wB97M-V def2-TZVPD RIJCOSX def2/J DEFGRID3
* xyz 0 1
O 1.9498 1.0544 2.5523
H 1.9563 1.9117 2.1265
H 2.6306 1.1142 3.2225
O 0.2057 0.7108 1.8563
H 0.5946 0.1992 1.1468
H 0.9550 1.0555 2.3422
O -0.7686 3.0148 1.7347
H 0.0713 3.1966 2.1564
H -0.6371 2.1780 1.2889
C -0.8384 3.0643 -3.7558
C -1.5603 2.0266 -2.8438
C -1.4620 0.6543 -3.5965
C -0.1525 -0.1002 -3.5238
C 0.3540 -0.1391 -2.0323
C 0.3584 1.2151 -1.2507
N -0.9379 1.9357 -1.5133
O -0.9744 3.2031 -0.8593
C 0.5418 0.8475 0.2374
C 1.6513 2.0701 -1.4746
C -3.0733 2.3914 -2.7074
H 0.2131 2.8195 -3.9060
H -0.9336 4.0729 -3.3536
H -1.2727 3.2627 -4.7356
H -2.2438 -0.0586 -3.3344
H -1.5682 0.9403 -4.6429
H 0.5791 0.5039 -4.0603
H -0.3375 -1.1064 -3.8999
H 1.3128 -0.6374 -2.1755
H -0.2478 -0.9366 -1.5964
H 0.4886 1.7363 0.8662
H -0.2353 0.1409 0.5291
H 1.5170 0.3851 0.3895
H 2.5932 1.5968 -1.1971
H 1.6191 2.3305 -2.5326
H 1.6876 3.0402 -0.9790
H -3.1834 3.3073 -2.1268
H -3.6193 1.6072 -2.1830
H -3.4605 2.7337 -3.6670
H -1.7295 3.0903 -0.2774
C -2.4225 -1.7811 -0.1314
C -3.2921 -0.4997 0.1673
C -4.6312 -1.0568 0.8027
C -4.5580 -1.4593 2.2315
C -4.0012 -0.1469 3.0062
C -2.5467 0.2953 2.6065
N -2.6071 0.4583 1.1340
O -1.3857 0.9777 0.6131
C -2.2524 1.7623 3.1747
C -1.5412 -0.7385 3.0661
C -3.6926 0.1544 -1.1533
H -2.3805 -2.4666 0.7151
H -1.3859 -1.4519 -0.2038
H -2.7438 -2.3189 -1.0234
H -5.4571 -0.3724 0.6090
H -4.9593 -1.8470 0.1274
H -3.9827 -2.3766 2.3570
H -5.5222 -1.7618 2.6402
H -4.0078 -0.3944 4.0677
H -4.7458 0.6490 3.0153
H -2.8831 2.4366 2.5953
H -2.4308 1.9191 4.2386
H -1.2292 2.0866 2.9849
H -1.9237 -1.7537 2.9600
H -0.5859 -0.5754 2.5672
H -1.3055 -0.5888 4.1197
H -2.8035 0.3758 -1.7437
H -4.2779 1.0730 -1.1942
H -4.4739 -0.3808 -1.6930
H -0.7317 0.4404 1.0661
C 5.3884 -1.8434 -0.2435
C 4.2121 -2.6077 0.3586
C 4.0014 -2.0998 1.8891
C 3.3547 -0.6573 1.8669
C 2.1052 -0.6090 1.0725
C 2.2430 -1.1211 -0.4161
N 2.9701 -2.3635 -0.4368
O 3.1032 -2.8499 -1.7465
C 0.8235 -1.3488 -0.9118
C 2.9119 0.0241 -1.1708
C 4.5109 -4.1476 0.5227
H 6.3360 -2.3431 -0.0424
H 5.4616 -0.8408 0.1778
H 5.3616 -1.6996 -1.3236
H 3.3514 -2.7886 2.4286
H 4.9110 -2.1233 2.4894
H 4.0789 0.0848 1.5308
H 3.1185 -0.3380 2.8820
H 1.8949 0.4580 0.9999
H 1.1982 -0.9147 1.5939
H 0.8950 -1.6364 -1.9607
H 0.3642 -2.2188 -0.4425
H 0.0726 -0.5589 -0.8965
H 3.2272 -0.3818 -2.1320
H 2.3102 0.9086 -1.3799
H 3.7764 0.4323 -0.6473
H 4.6939 -4.7120 -0.3917
H 3.7416 -4.6620 1.0986
H 5.4801 -4.3672 0.9707
H 2.8204 -3.7654 -1.6861
*
```

In elementary charge units, the Löwdin charges are: O 0.10; H 0.16; H 0.15; O -0.23; H -0.08; H -0.20; O -0.08; H 0.06; H -0.02; C -0.04; C -0.45; C -0.14; C -0.11; C -0.28; C -0.20; N -0.06; O 0.00; C -0.28; C 0.00; C -0.03; H 0.06; H 0.08; H 0.08; H 0.10; H 0.11; H 0.10; H 0.12; H 0.10; H 0.08; H 0.13; H 0.08; H -0.02; H 0.04; H 0.10; H 0.12; H 0.09; H 0.00; H 0.09; H 0.09; C 0.01; C -0.38; C -0.18; C -0.16; C -0.09; C -0.43; N 0.01; O -0.11; C -0.01; C -0.01; C -0.06; H 0.08; H 0.05; H 0.10; H 0.11; H 0.11; H 0.09; H 0.10; H 0.10; H 0.11; H 0.09; H 0.08; H 0.04; H 0.08; H 0.06; H 0.09; H 0.04; H 0.08; H 0.11; H -0.08; C -0.04; C -0.43; C -0.07; C -0.13; C -0.13; C -0.33; N -0.10; O 0.00; C -0.22; C -0.02; C -0.04; H 0.08; H 0.06; H 0.08; H 0.11; H 0.11; H 0.12; H 0.10; H 0.07; H 0.17; H 0.11; H 0.13; H 0.02; H 0.13; H -0.10; H 0.12; H 0.07; H 0.08; H 0.08; H 0.11


# 4
This record from the OMol25 dataset describes an isolated ion of composition C16H18N5O5 and charge -1 in a non-equilibrium geometry. The level of theory is ωB97M-V with the def2-TZVPD basis set.

The HOMO energy is -3.76 eV. The calculation puts the molecular weight at 360.35 Da. As for the LUMO energy: 0.03992 hartree. The value obtained for the HOMO-LUMO gap is 4.85 eV.

```
! wB97M-V def2-TZVPD RIJCOSX def2/J DEFGRID3
* xyz -1 1
C 4.7545 -3.1897 0.4069
O 3.5053 -2.4900 0.3652
C 2.4682 -3.3563 0.1992
N 1.3167 -2.5498 0.1402
N 0.1968 -3.2056 -0.0054
C -0.9112 -2.4986 0.0193
C -2.0553 -3.3372 -0.4222
C -0.8708 -0.9959 0.2502
C -2.1855 -0.5198 0.8463
O -3.2645 -0.9151 0.4043
N -2.1935 0.4448 1.8183
C -3.4456 1.0876 2.1828
C -1.0985 0.7715 2.7032
O 2.5523 -4.5723 0.1243
H 5.4929 -2.3901 0.5046
H 4.7877 -3.8761 1.2722
H 4.9099 -3.7701 -0.5199
H -3.0053 -2.8507 -0.2041
H -2.0467 -3.5446 -1.5077
H -1.9391 -4.3141 0.0781
H -0.0464 -0.7439 0.9256
H -4.2898 0.6501 1.6521
H -3.5809 0.9931 3.2684
H -3.3873 2.1551 1.9398
H -0.3288 0.0177 2.6871
H -0.6614 1.7193 2.4277
H -1.5025 0.8420 3.7026
C -0.1839 -0.1963 -1.0059
C -0.9141 -0.7461 -2.1447
N -1.5228 -1.3232 -2.9416
C 0.2827 1.2294 -1.2846
C 1.4640 1.7965 -0.7061
C 1.7122 3.1502 -0.7893
C 0.8104 3.9683 -1.4813
N 0.8711 5.3982 -1.3258
O -0.0008 6.0987 -1.8925
O 1.7915 5.8864 -0.6281
C -0.2676 3.4234 -2.1962
C -0.4925 2.0621 -2.1214
H 0.7294 -0.7688 -0.7225
H 2.1887 1.1260 -0.2255
H 2.5846 3.6093 -0.2999
H -0.9221 4.0906 -2.7611
H -1.3017 1.6339 -2.7328
*
```

In elementary charge units, the Löwdin charges are: C -0.10; O -0.09; C -0.60; N -0.02; N 0.03; C -0.32; C -0.09; C -0.12; C -0.38; O 0.03; N -0.15; C -0.05; C -0.05; O 0.02; H 0.08; H 0.09; H 0.09; H 0.05; H 0.06; H 0.07; H 0.10; H 0.08; H 0.08; H 0.09; H 0.08; H 0.08; H 0.08; C -0.16; C -0.21; N 0.18; C -0.12; C 0.00; C -0.01; C -0.17; N -0.32; O 0.03; O 0.03; C 0.01; C -0.02; H 0.11; H 0.13; H 0.12; H 0.12; H 0.12